A molecular structure, C13H18B2N2O5S, computed with wB97M-V/def2-TZVPD.

Each line ends with the Mulliken charge.
Positions of all 41 atoms, in Å:
C (-3.96091, -1.48087, 2.92588)  -1.360
C (-2.76573, -0.52297, 2.72687)  -0.391
B (-2.60865, 0.04841, 1.26364)  0.475
O (-3.62810, -0.02892, 0.34200)  -0.648
C (-1.28942, 0.78461, 0.78653)  0.522
C (-1.41127, 2.12983, 0.63793)  -1.131
C (-0.28799, 2.89895, 0.24121)  0.449
N (-0.25094, 4.21545, 0.05862)  -0.788
S (1.26571, 4.55099, -0.38595)  0.097
N (1.90539, 3.09430, -0.34153)  -0.465
C (0.94530, 2.22396, 0.01997)  1.032
C (1.09763, 0.80854, 0.17710)  0.644
C (2.40248, 0.05301, -0.03652)  -1.219
C (3.47857, 0.73013, -0.87598)  -1.317
C (3.06581, 0.78089, -2.34266)  -0.426
C (3.23806, -0.57585, -2.97736)  0.477
O (4.20356, -1.25355, -2.82348)  -0.572
O (2.24123, -1.03471, -3.76439)  -0.490
C (-0.03237, 0.11435, 0.55308)  1.004
C (-0.03307, -1.37805, 0.70435)  -1.865
B (-0.56109, -2.13159, -0.59360)  0.608
O (-0.81202, -3.48893, -0.47424)  -0.601
O (-0.73896, -1.49054, -1.80401)  -0.519
H (-4.33915, -1.88676, 1.98991)  0.337
H (-4.78896, -0.96036, 3.40566)  0.374
H (-3.71722, -2.32922, 3.55845)  0.313
H (-1.85692, -1.05207, 3.00618)  0.361
H (-2.84231, 0.28854, 3.45197)  0.377
H (-4.47404, 0.17187, 0.76025)  0.314
H (-2.34914, 2.63590, 0.82846)  0.425
H (2.14081, -0.85717, -0.57478)  0.256
H (2.78573, -0.27104, 0.93165)  0.525
H (3.78890, 1.69241, -0.49918)  0.517
H (4.36169, 0.09450, -0.82855)  0.491
H (2.05834, 1.17112, -2.47749)  0.389
H (3.77073, 1.42975, -2.86166)  0.319
H (1.63058, -0.30962, -3.94845)  0.354
H (0.96842, -1.76679, 0.86296)  0.484
H (-0.64258, -1.73556, 1.52901)  0.060
H (-0.28387, -3.95892, -1.13167)  0.313
H (-1.67423, -1.40403, -2.02020)  0.276

Atoms 1-3, force components in eV/Å:
-0.15 0.25 0.07
-0.51 -0.44 -0.06
0.39 0.00 0.07

Properties
- Calculated total energy: -1439.9479 Ha
- HOMO level: -8.60 eV
- LUMO: -0.40 eV
- Max |F|: 0.89 eV/Å

***

A molecular structure, C13H18Br12N in a non-equilibrium geometry, computed with wB97M-V/def2-TZVPD.

Each line ends with the Mulliken charge.
Positions of all 44 atoms, in Å:
C (1.98031, -0.66522, 0.94972)  -0.674
C (2.06704, 0.77687, 1.67258)  -0.411
C (1.86789, 2.03220, 0.69266)  -0.539
C (0.49217, 2.03937, -0.13926)  -0.197
C (-0.70651, 1.24206, 0.53236)  0.269
C (-1.17678, 1.40587, 1.99532)  -0.401
C (-2.33138, 0.54707, 2.58179)  -0.526
C (-2.99256, -0.50598, 1.62812)  -0.740
C (-2.45664, -0.57808, 0.15308)  -0.113
N (-1.37769, 0.25203, -0.30956)  0.441
H (2.73466, -1.34455, 1.50784)  0.284
H (0.95969, -1.17177, 1.07906)  0.186
H (2.28552, -0.65815, -0.14844)  0.090
H (3.14931, 0.85684, 2.08011)  0.398
H (1.39215, 0.77492, 2.59710)  0.229
H (2.72205, 1.99582, -0.08420)  0.049
H (2.02583, 2.98796, 1.30509)  0.314
H (0.71771, 1.57925, -1.17618)  0.055
H (0.16198, 3.12590, -0.36098)  0.339
H (-0.62631, 2.18083, 2.64364)  0.458
H (-2.66810, 0.66741, 3.66679)  0.496
H (-3.82482, -1.20361, 1.95354)  0.536
H (-2.91546, -1.31139, -0.58761)  0.382
H (-1.06177, 0.14093, -1.29565)  -0.160
C (-2.85024, -3.35780, 5.03557)  -0.469
Br (-1.24376, -3.60977, 6.09229)  -0.002
Br (-4.42868, -3.18951, 6.14934)  0.000
Br (-2.67577, -1.86511, 3.80183)  0.214
H (-2.97946, -4.25563, 4.43245)  0.346
C (-1.23256, 3.25476, -3.75607)  -0.369
Br (-1.45620, 1.34797, -3.44233)  0.098
Br (0.45336, 3.91903, -3.06426)  -0.009
Br (-1.46051, 3.69974, -5.62806)  -0.010
H (-2.02525, 3.76311, -3.20876)  0.423
C (-1.69438, -2.93986, -5.01974)  -0.331
Br (-3.58584, -3.36326, -4.96922)  0.001
Br (-1.26312, -1.73179, -6.47337)  0.017
Br (-1.06128, -2.26610, -3.31218)  -0.033
H (-1.16336, -3.87155, -5.21017)  0.355
C (5.73721, -0.14007, -0.95934)  -0.314
Br (5.47863, -1.98659, -0.42580)  -0.010
Br (4.13444, 0.61147, -1.75504)  -0.012
Br (6.39123, 0.94978, 0.50545)  -0.018
H (6.50725, -0.13539, -1.72950)  0.363

Atoms 1-3, force components in eV/Å:
0.35 -0.37 0.89
0.99 -0.37 -0.29
0.38 -0.32 0.43

Properties
- Calculated total energy: -31448.6320 Ha
- Total charge: +1
- HOMO level: -12.41 eV
- LUMO: -4.30 eV
- Max |F|: 5.14 eV/Å

***

A single C13H18Cl2N2O4S molecule, computed with wB97M-V/def2-TZVPD.

Each line ends with the Mulliken charge.
Positions of all 40 atoms, in Å:
C (0.77747, 2.03776, 2.99261)  -0.871
O (0.64119, 1.21310, 1.83442)  -0.364
C (-0.00165, 1.79068, 0.77992)  -0.185
C (-1.33401, 1.49753, 0.52843)  -0.145
S (-2.21173, 0.45536, 1.71137)  1.409
O (-3.48629, 0.12336, 1.14968)  -0.709
O (-2.17749, 1.14335, 2.96665)  -0.752
N (-1.33651, -0.93928, 1.87248)  -0.233
C (-1.53742, -1.95325, 0.86670)  -1.364
C (-0.91396, -1.61822, -0.49729)  -0.638
N (0.43205, -1.09023, -0.35736)  0.573
C (0.94641, -0.44404, -1.55468)  -0.602
C (1.41656, -1.44906, -2.61479)  -0.649
O (2.39123, -2.32300, -2.08777)  -0.422
C (1.90115, -3.01062, -0.95615)  -0.682
C (1.43029, -2.03318, 0.12958)  -0.825
C (-1.99775, 2.01571, -0.56490)  -0.346
C (-1.33250, 2.85259, -1.44267)  -0.688
C (0.00314, 3.15719, -1.21565)  0.501
Cl (0.84121, 4.17914, -2.31291)  -0.207
C (0.67355, 2.63218, -0.11223)  0.359
Cl (2.33699, 2.98175, 0.14088)  -0.144
H (1.23710, 2.99693, 2.74467)  0.338
H (-0.20099, 2.19299, 3.45370)  0.264
H (1.42525, 1.48434, 3.66865)  0.281
H (-0.36493, -0.71371, 2.03855)  0.430
H (-1.14361, -2.89487, 1.25803)  0.409
H (-2.61740, -2.05170, 0.74576)  0.552
H (-0.97655, -2.51817, -1.13037)  0.486
H (-1.51489, -0.83453, -0.96702)  0.463
H (0.18110, 0.21373, -1.97111)  0.194
H (1.80384, 0.16266, -1.24837)  0.252
H (1.89286, -0.93315, -3.44979)  0.416
H (0.55916, -2.02721, -2.99398)  0.335
H (2.72936, -3.62056, -0.59203)  0.396
H (1.07401, -3.67489, -1.25323)  0.311
H (1.03529, -2.58542, 0.98143)  0.563
H (2.28653, -1.43971, 0.46459)  0.283
H (-3.03449, 1.75351, -0.70498)  0.551
H (-1.83358, 3.27093, -2.30080)  0.460

Atoms 1-3, force components in eV/Å:
-0.04 0.28 0.38
-0.05 -0.06 -0.42
0.19 0.18 -0.14

Properties
- Calculated total energy: -2235.1753 Ha
- SMILES string: COc1c(S(=O)(=O)NCCN2CCOCC2)ccc(Cl)c1Cl
- ΔE to the lowest compared entry with this formula, charge and spin: 27.59 kcal/mol
- HOMO level: -8.56 eV
- LUMO: 0.37 eV
- Max |F|: 0.95 eV/Å

***

A molecular structure, C13H18Cl3N5PrSSi in a non-equilibrium geometry, computed with wB97M-V/def2-TZVPD.

Each line ends with the Mulliken spin population.
Positions of all 42 atoms, in Å:
Pr (-6.46384, -9.32077, -12.62159)  2.079
C (-6.33679, -6.48695, -16.30574)  0.000
C (-5.88909, -7.49008, -15.33333)  -0.003
N (-6.73514, -7.86945, -14.37239)  -0.005
N (-8.04106, -7.44585, -14.40029)  -0.001
C (-8.97836, -8.17115, -13.79872)  -0.002
N (-10.15106, -7.47796, -13.70788)  -0.001
S (-8.96596, -9.90823, -13.38548)  -0.016
C (-4.52006, -8.08272, -15.25040)  0.005
C (-3.46330, -7.86894, -16.16292)  -0.001
C (-2.26244, -8.56862, -16.00019)  0.000
C (-2.17873, -9.63146, -15.08442)  -0.001
C (-3.35512, -9.84628, -14.30898)  -0.002
N (-4.41870, -9.07868, -14.28869)  0.006
H (-7.19139, -5.93089, -15.89935)  0.000
H (-6.73320, -6.94148, -17.21007)  0.000
H (-5.54806, -5.76759, -16.63851)  0.000
H (-10.08948, -6.51885, -14.00228)  0.000
H (-10.91233, -7.84176, -13.14208)  0.000
H (-3.63529, -7.26868, -17.04599)  0.000
H (-1.40389, -8.22302, -16.63103)  0.000
H (-1.26937, -10.17922, -15.03190)  0.000
H (-3.36647, -10.72494, -13.61521)  0.000
C (-3.78977, -7.50718, -10.05655)  -0.002
Si (-4.40878, -9.33968, -10.26128)  -0.051
C (-5.47204, -9.88435, -8.75445)  -0.003
C (-2.85663, -10.38999, -10.54873)  -0.002
H (-3.96403, -7.21850, -8.99012)  0.000
H (-4.24121, -6.83299, -10.79915)  0.000
H (-2.72260, -7.52457, -10.28804)  0.000
H (-6.52411, -9.78987, -8.93968)  0.001
H (-5.20544, -9.29965, -7.89046)  -0.001
H (-5.29716, -10.92541, -8.56542)  0.000
H (-2.35803, -10.00035, -11.43285)  0.001
H (-2.92518, -11.50669, -10.65778)  0.000
H (-2.16557, -10.23582, -9.70994)  -0.002
Cl (-8.69523, -4.90236, -9.42706)  0.000
C (-8.37886, -6.64139, -8.88384)  0.000
Cl (-9.90909, -7.56329, -8.76021)  0.000
Cl (-7.22608, -6.82368, -7.45206)  0.000
C (-7.63779, -7.32965, -9.96915)  0.003
N (-7.06413, -7.86998, -10.85972)  -0.003

Atoms 1-3, force components in eV/Å:
1.63 -1.43 0.52
0.26 1.16 -0.99
-1.27 -0.04 2.17

Properties
- Multiplicity: 3
- Calculated total energy: -3364.9473 Ha
- Total charge: +1
- HOMO level (alpha / beta): -9.05 / -8.98 eV
- LUMO (alpha / beta): -4.10 / -4.06 eV
- Max |F|: 5.75 eV/Å

***

A single C13H18ClNO2 molecule, computed with wB97M-V/def2-TZVPD.

Each line ends with the Mulliken charge.
Positions of all 35 atoms, in Å:
C (3.82341, 0.09199, -0.28401)  -1.026
C (2.91784, 0.54699, 0.85095)  -0.267
O (1.64364, -0.10129, 0.79454)  -0.275
C (0.73936, 0.40254, -0.03323)  0.087
O (0.90720, 1.36939, -0.73738)  -0.618
C (-0.58511, -0.35451, 0.05480)  0.419
N (-1.47720, -0.06918, -1.04726)  -0.248
C (-1.61803, -1.06459, -2.08903)  -0.830
C (-0.84418, -0.80950, -3.39375)  -0.684
C (0.65495, -0.63184, -3.22209)  -0.220
Cl (1.38665, -2.01540, -2.36386)  -0.212
C (-1.19204, 0.08922, 1.37497)  -0.162
C (-1.16422, -0.74768, 2.48139)  -0.265
C (-1.69715, -0.32930, 3.68824)  -0.643
C (-2.25757, 0.93138, 3.80077)  -0.408
C (-2.28227, 1.77254, 2.70120)  -0.661
C (-1.74971, 1.35547, 1.49442)  -0.288
H (3.41731, 0.41490, -1.23928)  0.244
H (3.90483, -0.99217, -0.28683)  0.269
H (4.81168, 0.52492, -0.15823)  0.402
H (3.33070, 0.26771, 1.82212)  0.361
H (2.76501, 1.63041, 0.80727)  0.306
H (-0.36816, -1.42493, 0.10721)  0.546
H (-1.27101, 0.84580, -1.43423)  0.377
H (-2.68300, -1.11738, -2.35111)  0.356
H (-1.33362, -2.03876, -1.68414)  0.366
H (-1.22352, 0.10200, -3.86335)  0.335
H (-1.04061, -1.64530, -4.06844)  0.333
H (0.88574, 0.25879, -2.63948)  0.106
H (1.15244, -0.57112, -4.19022)  0.464
H (-0.72481, -1.73110, 2.39844)  0.374
H (-1.67582, -0.99029, 4.54238)  0.385
H (-2.67254, 1.25809, 4.74294)  0.381
H (-2.71396, 2.75918, 2.78495)  0.383
H (-1.76623, 2.01303, 0.63934)  0.313

Atoms 1-3, force components in eV/Å:
-0.35 0.03 0.20
0.45 0.33 -0.13
-0.09 -0.26 0.12

Properties
- Calculated total energy: -1171.6096 Ha
- SMILES string: CCOC(=O)[C@H](NCCCCl)c1ccccc1
- ΔE to the lowest compared entry with this formula, charge and spin: 1.66 kcal/mol
- HOMO level: -8.80 eV
- LUMO: 0.87 eV
- Max |F|: 0.57 eV/Å

***

A molecular structure, C13H18DyN5O6Se4 in a non-equilibrium geometry, computed with wB97M-V/def2-TZVPD.

Each line ends with the Mulliken spin population.
Positions of all 47 atoms, in Å:
Dy (0.86039, -0.86266, -2.34237)  4.929
O (2.93099, -1.80136, -1.43675)  0.023
C (3.54243, -1.89452, -0.38661)  -0.001
C (2.93434, -1.57246, 0.94662)  -0.004
C (3.70930, -1.75811, 2.09182)  0.000
C (3.19119, -1.23522, 3.27655)  0.000
C (2.01455, -0.51543, 3.32741)  0.000
C (1.24855, -0.38322, 2.20249)  0.000
C (1.67876, -0.91113, 0.98159)  0.007
O (0.94205, -0.68854, -0.07435)  0.003
N (3.85814, -1.43940, 4.54112)  0.000
O (4.73227, -2.29579, 4.61544)  0.000
O (3.45991, -0.77137, 5.46738)  0.000
H (4.56651, -2.26274, -0.31142)  0.001
H (4.65519, -2.24164, 2.04832)  0.000
H (1.70025, -0.11306, 4.25925)  0.000
H (0.36012, 0.22805, 2.28120)  0.000
Se (-0.66632, -3.29391, -2.50244)  0.010
Se (-0.36775, -2.37688, -4.64964)  -0.007
Se (1.95150, -2.13016, -4.74600)  -0.006
Se (2.33843, 0.25246, -4.32210)  0.009
N (0.50725, 2.14994, -2.13620)  0.005
C (-0.61714, 1.92215, -1.21132)  -0.009
C (-1.28791, 3.04884, -0.48597)  0.000
C (-1.92946, 2.59784, 0.85610)  0.000
C (-2.95198, 1.45344, 0.85263)  0.000
N (-2.39412, 0.16378, 0.49175)  0.000
C (-2.95089, -0.78887, -0.30101)  0.000
N (-2.40003, -2.01987, -0.32614)  0.001
N (-4.04760, -0.48688, -1.01636)  0.000
C (-1.65693, 1.15664, -2.05635)  0.010
O (-2.80298, 1.57781, -2.12523)  0.000
O (-1.21404, 0.11126, -2.59360)  0.022
H (1.23200, 2.76535, -1.72145)  0.000
H (0.20492, 2.56588, -3.02034)  0.000
H (-0.19467, 1.24322, -0.48759)  0.008
H (-2.05576, 3.41247, -1.11707)  0.000
H (-0.57126, 3.89336, -0.28621)  0.000
H (-2.45547, 3.46299, 1.28099)  0.000
H (-1.13379, 2.37643, 1.56198)  0.000
H (-3.74548, 1.68245, 0.16234)  0.000
H (-3.36995, 1.42907, 1.86664)  0.000
H (-1.47433, -0.08416, 0.86357)  -0.001
H (-1.43263, -2.13179, -0.09783)  0.002
H (-2.58408, -2.59173, -1.14178)  0.000
H (-3.81781, 0.39048, -1.54354)  0.000
H (-4.49663, -1.23299, -1.53550)  0.000

Atoms 1-3, force components in eV/Å:
-0.58 0.40 0.63
0.73 -0.02 -0.30
-1.62 -0.01 1.72

Properties
- Multiplicity: 6
- Calculated total energy: -11722.3250 Ha
- HOMO level (alpha / beta): -7.53 / -7.55 eV
- LUMO (alpha / beta): -0.65 / -0.65 eV
- Max |F|: 2.37 eV/Å